Molecular formula: C5H17N3O
Method: DFT, ωB97M-V with the def2-TZVPD basis set

Properties
Lowest unoccupied orbital energy ... 0.8922 eV
SMILES string ... CN(C)N(C)C.CNO
Frontier orbital gap ... 8.8 eV
HOMO level ... -7.896 eV
Total energy ... -11974.612 eV

Last columns: bonded neighbours and bond lengths (Å).
Element x y z (Å)
1 C 0.9670 -1.2423 -0.7717  N2 1.463, H7 1.094, H8 1.096, H9 1.095
2 N 0.1170 -0.5320 0.1843  C1 1.463, C3 1.461, N4 1.592
3 C 0.1291 -1.1550 1.5056  N2 1.461, H10 1.094, H11 1.093, H12 1.096
4 N -1.3434 -0.3730 -0.4289  N2 1.592, C5 1.459, C6 1.457
5 C -2.1613 0.4928 0.4139  N4 1.459, H13 1.099, H14 1.095, H15 1.098
6 C -2.0270 -1.6289 -0.7065  N4 1.457, H16 1.098, H17 1.098, H18 1.094
7 H 0.8862 -0.7914 -1.7652  C1 1.094
8 H 2.0168 -1.1417 -0.4729  C1 1.096
9 H 0.7043 -2.3025 -0.8437  C1 1.095
10 H -0.3787 -2.1240 1.5183  C3 1.094
11 H -0.3364 -0.5005 2.2469  C3 1.093
12 H 1.1634 -1.2822 1.8446  C3 1.096
13 H -2.4522 0.0107 1.3573  C5 1.099
14 H -1.6437 1.4286 0.6487  C5 1.095
15 H -3.0856 0.7711 -0.1085  C5 1.098
16 H -2.1830 -2.2411 0.1912  C6 1.098
17 H -3.0147 -1.4394 -1.1482  C6 1.098
18 H -1.4851 -2.2228 -1.4487  C6 1.094
19 C 1.5672 2.4252 -1.0130  N20 1.455, H22 1.095, H23 1.097, H24 1.094
20 N 1.4322 1.9223 0.3458  C19 1.455, O21 1.448, H25 1.173
21 O 2.7583 1.4572 0.6936  N20 1.448, H26 0.974
22 H 2.1993 3.3189 -1.0415  C19 1.095
23 H 1.9920 1.6675 -1.6825  C19 1.097
24 H 0.5780 2.7027 -1.3889  C19 1.094
25 H 0.7391 0.9787 0.2705  N20 1.173
26 H 2.8611 1.8013 1.5995  O21 0.974